# C29H43IN4O11

6 unconnected molecules or ions with the total composition C29H43IN4O11 (ωB97M-V with the def2-TZVPD basis set, the OMol25 dataset).

Output
structure (SMILES)	CN(C)C(=O)C[C@@H](C#N)[C@](I)(C#N)CN.O=C1CCCO1.O=C1CCCO1.O=C1CCCO1.O=C1CCCO1.O=C1CCCO1
LUMO level	0.192	eV

ORCA input file:
```
! RIJCOSX wB97M-V def2-TZVPD def2/J DEFGRID3
* xyz 0 1
C -0.08 3.36 -0.40
N -1.28 3.86 -1.08
C -0.97 4.73 -2.24
C -2.21 4.44 -0.19
O -1.88 4.94 0.85
C -3.72 4.49 -0.56
C -4.60 3.35 0.07
C -5.92 3.36 -0.71
N -6.76 3.27 -1.45
C -4.00 1.90 -0.01
I -2.66 1.45 1.65
C -3.35 1.59 -1.35
N -2.76 1.45 -2.30
C -5.18 0.82 0.12
N -5.62 0.32 -1.20
H -0.26 3.08 0.65
H 0.19 2.39 -0.91
H 0.81 4.01 -0.52
H -1.02 4.09 -3.15
H -1.80 5.48 -2.32
H 0.01 5.22 -2.11
H -4.10 5.44 -0.14
H -3.90 4.56 -1.65
H -4.85 3.58 1.13
H -6.00 1.17 0.77
H -4.72 -0.05 0.65
H -6.60 0.06 -1.08
H -5.09 -0.55 -1.35
O -3.57 -1.85 -1.96
C -3.05 -2.21 -2.98
C -1.99 -1.47 -3.76
C -2.01 -2.20 -5.09
C -2.45 -3.59 -4.70
O -3.32 -3.40 -3.56
H -1.03 -1.58 -3.25
H -2.24 -0.42 -3.86
H -1.06 -2.18 -5.62
H -2.76 -1.74 -5.74
H -1.61 -4.22 -4.39
H -3.00 -4.09 -5.49
O -3.92 -1.07 4.04
C -3.25 -2.05 3.92
C -2.08 -2.22 2.99
C -1.88 -3.72 2.98
C -2.37 -4.11 4.37
O -3.41 -3.17 4.68
H -1.22 -1.69 3.40
H -2.32 -1.84 2.00
H -0.85 -4.03 2.79
H -2.52 -4.18 2.22
H -1.59 -4.03 5.12
H -2.78 -5.12 4.39
O -0.03 -1.21 1.40
C 0.71 -1.77 0.64
C 0.52 -1.89 -0.85
C 1.49 -3.00 -1.21
C 2.56 -2.85 -0.15
O 1.87 -2.37 1.02
H 0.79 -0.94 -1.32
H -0.51 -2.15 -1.10
H 1.88 -2.94 -2.23
H 0.99 -3.97 -1.11
H 3.32 -2.12 -0.43
H 3.04 -3.80 0.08
O 2.81 4.52 -0.66
C 3.30 4.12 0.36
C 3.49 4.91 1.64
C 4.49 4.06 2.40
C 4.18 2.66 1.88
O 3.75 2.85 0.53
H 2.53 4.97 2.15
H 3.87 5.91 1.43
H 4.40 4.14 3.48
H 5.50 4.34 2.12
H 3.37 2.18 2.44
H 5.06 2.02 1.90
O 5.70 -2.15 -1.32
C 6.19 -2.55 -0.30
C 6.34 -1.76 0.98
C 7.34 -2.60 1.76
C 7.07 -3.99 1.24
O 6.66 -3.82 -0.12
H 5.37 -1.72 1.48
H 6.71 -0.76 0.78
H 7.24 -2.51 2.84
H 8.36 -2.29 1.49
H 6.27 -4.49 1.79
H 7.96 -4.62 1.27
*
```

Mulliken atomic charge list, values in e, 5 entries: C -1.006; N 0.521; C -0.938; C 0.030; O -0.575